{
  "formula": "C34H41N4O5Se3TeW",
  "method": "ωB97M-V/def2-TZVPD",
  "max_force_ev_per_a": 0.697,
  "total_charge": 3,
  "multiplicity": 1,
  "homo_energy_ev": -15.352,
  "e_lumo_ev": -9.635,
  "elements": ["W", "Te", "Se", "Se", "Se", "O", "O", "O", "O", "O", "N", "N", "N", "N", "C", "C", "C", "C", "C", "C", "C", "C", "C", "C", "C", "C", "C", "C", "C", "C", "C", "C", "C", "C", "C", "C", "C", "C", "C", "C", "C", "C", "C", "C", "C", "C", "C", "C", "H", "H", "H", "H", "H", "H", "H", "H", "H", "H", "H", "H", "H", "H", "H", "H", "H", "H", "H", "H", "H", "H", "H", "H", "H", "H", "H", "H", "H", "H", "H", "H", "H", "H", "H", "H", "H", "H", "H", "H", "H"],
  "xyz": [[1.6613, -1.3947, -0.0416], [2.8612, -3.7172, -1.1817], [3.3904, -1.0189, 1.8142], [1.6603, -1.9980, -2.5150], [4.4681, -2.1438, 0.0487], [-0.1062, -1.0381, 0.1585], [2.0957, 0.2171, -0.5964], [1.2375, -2.9925, 1.3584], [1.3127, 2.9290, 1.2403], [-0.6339, 2.0171, 1.9361], [-1.2057, -4.0879, -0.7483], [2.1440, -4.5383, 2.7027], [-4.3689, -4.0836, -1.4025], [0.9346, -2.7984, 3.5907], [-3.6509, -0.2846, 3.2994], [2.2405, 2.8384, -3.0067], [-1.9048, 0.4004, -0.5457], [5.9136, 3.3359, -0.1661], [0.3846, 1.1431, -4.1805], [-2.2786, -0.5982, -1.4418], [0.8088, 2.1347, 0.1945], [-1.6044, -1.8030, 2.2276], [-0.9762, 0.0538, 0.6096], [-2.3996, -2.3267, 3.2426], [1.9146, 2.9771, -4.3497], [5.7456, 2.0134, -0.5450], [0.2691, 3.1245, 2.1904], [3.5214, 3.6066, -0.0926], [4.4724, 1.4900, -0.6944], [-0.4820, 4.4141, 1.9471], [4.7980, 4.1304, 0.0479], [0.9939, 2.1283, -4.9427], [-3.2753, -4.9667, -1.9623], [-3.3364, 1.9444, -1.7129], [3.3466, 2.2718, -0.4460], [1.4425, -3.4271, 2.5452], [-2.8661, 0.2361, 2.2839], [-3.4204, -1.5663, 3.7857], [-1.8222, -0.5155, 1.7479], [-1.9259, -4.2495, -2.0036], [0.6943, 1.0171, -2.8360], [-3.1508, -0.3178, -2.4804], [-2.4531, 1.6690, -0.6769], [1.6240, 1.8609, -2.2353], [-3.6822, 0.9581, -2.6210], [1.9653, 1.7017, -0.7543], [0.8630, 3.0100, 3.5752], [0.0212, 1.1312, 1.0860], [-1.2984, -4.8152, -2.6933], [2.5302, -5.0022, 1.9003], [-3.4057, -1.0842, -3.2038], [1.0969, -3.1114, 4.5352], [1.5825, 3.8105, 3.7370], [-4.4425, -3.2060, -1.9240], [-4.3592, 1.1815, -3.4340], [0.3695, -1.9749, 3.4540], [-3.6003, -5.2601, -2.9594], [2.3985, 3.7471, -4.9345], [0.7924, 0.5681, 1.6589], [2.9794, 3.4969, -2.5727], [-4.2010, -3.8453, -0.4221], [-1.4009, 4.4238, 2.5315], [-2.2072, 2.4468, 0.0340], [-0.3386, 0.4748, -4.6301], [0.1828, 0.2660, -2.2569], [-0.9988, -4.9838, -0.3224], [-4.4504, 0.3142, 3.7136], [6.9064, 3.7502, -0.0583], [-3.0641, 1.2332, 1.9192], [-3.7544, 2.9373, -1.8075], [-0.8221, -2.4129, 1.7942], [1.3778, 2.0547, 3.6873], [-4.0374, -1.9660, 4.5788], [2.3476, -4.9232, 3.6118], [-5.2788, -4.5493, -1.4515], [0.0770, 3.0875, 4.3240], [-2.0548, -3.2670, -2.4672], [6.6079, 1.3906, -0.7427], [4.9167, 5.1689, 0.3249], [4.3689, 0.4682, -1.0337], [-2.2142, -3.3293, 3.6089], [-1.6919, -3.5180, -0.0642], [-3.2470, -5.8516, -1.3277], [2.6715, 4.2538, 0.0596], [0.1282, 5.2636, 2.2467], [0.7556, 2.2315, -5.9923], [-0.7344, 4.5194, 0.8916], [0.1060, 2.7075, -0.4206], [-1.8358, -1.5834, -1.3455]],
  "forces_ev_per_angstrom": [[0.0, -0.1, 0.2], [0.4, -0.5, 0.1], [0.1, -0.5, -0.1], [0.1, 0.0, 0.3], [0.2, 0.2, -0.3], [0.2, 0.0, 0.1], [-0.5, 0.2, 0.3], [-0.4, 0.3, -0.5], [0.0, 0.1, 0.1], [-0.1, 0.0, 0.1], [-0.2, -0.1, 0.0], [0.2, -0.3, 0.2], [0.0, 0.0, 0.0], [0.2, 0.1, 0.3], [0.0, 0.0, 0.0], [0.0, 0.0, 0.0], [0.2, 0.1, 0.0], [0.0, 0.0, 0.0], [0.0, 0.0, 0.0], [0.2, -0.1, 0.0], [-0.1, 0.1, -0.2], [0.0, 0.0, -0.2], [-0.2, -0.1, -0.4], [0.0, 0.0, 0.0], [0.0, 0.0, 0.0], [0.0, 0.0, 0.0], [-0.1, 0.0, 0.1], [0.0, 0.1, 0.0], [-0.1, 0.0, 0.0], [0.0, -0.1, 0.0], [0.0, 0.0, 0.0], [0.0, 0.0, 0.0], [0.1, -0.1, 0.0], [0.0, 0.0, 0.0], [0.0, -0.1, 0.0], [0.0, 0.3, -0.3], [0.0, 0.0, 0.0], [0.0, 0.0, 0.0], [0.1, 0.0, 0.1], [0.0, 0.0, 0.0], [-0.1, 0.1, -0.1], [0.0, 0.0, 0.0], [0.1, 0.0, 0.0], [0.1, 0.1, 0.1], [-0.1, 0.0, 0.0], [0.4, 0.0, -0.2], [0.0, 0.0, -0.1], [0.1, 0.0, 0.2], [0.0, 0.0, 0.0], [0.0, 0.0, 0.0], [0.0, 0.0, -0.1], [0.0, 0.0, 0.0], [0.0, 0.0, 0.0], [0.0, 0.0, 0.0], [0.0, 0.0, 0.0], [0.0, 0.0, 0.0], [0.0, 0.0, 0.0], [0.0, 0.0, 0.0], [-0.1, 0.0, 0.0], [0.0, 0.0, 0.0], [0.0, 0.0, 0.0], [0.0, 0.0, 0.0], [0.0, 0.0, 0.0], [0.0, 0.0, 0.0], [-0.2, 0.0, 0.1], [0.0, 0.0, 0.0], [0.0, 0.0, 0.0], [0.0, 0.0, 0.0], [0.0, 0.0, 0.0], [0.0, 0.0, 0.0], [-0.2, 0.1, 0.0], [0.0, 0.0, 0.0], [0.0, 0.0, 0.0], [0.0, 0.0, 0.0], [0.0, 0.0, 0.0], [0.0, 0.0, 0.0], [0.0, 0.0, 0.0], [0.0, 0.0, 0.0], [0.0, 0.0, 0.0], [0.0, 0.0, 0.0], [0.0, 0.0, 0.0], [0.0, 0.1, 0.0], [0.0, 0.0, 0.0], [0.0, 0.0, 0.0], [0.0, 0.0, 0.0], [0.0, 0.0, 0.0], [0.0, 0.0, 0.0], [-0.1, -0.1, 0.0], [0.0, 0.1, 0.0]]
}